# C4H9NO2

A cluster of 2 separate species, C4H9NO2 in total (wB97M-V/def2-TZVPD, the OMol25 dataset).

CARTESIAN COORDINATES (ANGSTROEM)
C1 -2.087 0.114 -0.641
C2 -0.584 0.036 -0.419
O1 -0.053 1.337 -0.124
C3 -0.216 -0.851 0.757
C4 3.056 -0.212 -1.009
O2 3.499 -1.139 -1.580
N1 2.720 0.775 -0.397
H1 -2.581 0.496 0.259
H2 -2.495 -0.876 -0.871
H3 -2.333 0.778 -1.480
H4 -0.100 -0.349 -1.331
H5 -0.334 1.944 -0.822
H6 -0.697 -0.482 1.669
H7 -0.542 -1.880 0.575
H8 0.867 -0.854 0.917
H9 1.768 1.106 -0.211

Properties
Kohn-Sham gap: 11.24 eV
Relative energy (zero: lowest compared OMol25 entry of this formula, charge and spin): 19.2 kcal per mole
Molar mass: 103.121 g mol⁻¹
SMILES string: CC(C)O.N=C=O
Charge: 0
Total energy: -9879.22973 eV
E_LUMO: 0.63 eV
Highest occupied orbital energy: -10.615 eV

Results of the Löwdin charge analysis, in e, for atoms 1 through 6:
1 C -0.0577
2 C -0.4960
3 O -0.0816
4 C -0.0515
5 C -0.4110
6 O 0.1264